Record 1
Computed, not measured: a structure of composition C26H33ClNPt in a non-equilibrium geometry, with ωB97M-V/def2-TZVPD.

The total energy comes out at -44743.8856 eV. As for the spin multiplicity: 5. For the LUMO energy (alpha / beta), the calculation gives -2.215 / -5.384 eV. The total charge is +1. Its expectation value of S² is 6.0301.

Atoms and positions in Å:
C 1.025 0.393 1.909
C -0.347 1.004 1.956
C -0.187 2.392 1.534
C 1.147 2.603 1.159
C 1.902 1.430 1.371
Pt -0.052 -0.045 0.144
C -0.237 -0.364 -2.755
C 0.329 -1.411 -2.022
H 0.112 -2.453 -2.237
C 1.314 -1.153 -0.980
H 2.174 -0.530 -1.241
H 1.605 -2.011 -0.355
C -0.990 -0.661 -4.024
H -1.667 -1.515 -3.921
H -1.583 0.198 -4.372
H -0.276 -0.903 -4.829
C 0.661 0.858 -2.799
H 0.924 1.194 -1.778
H 1.620 0.599 -3.273
H 0.233 1.723 -3.319
C -1.481 0.480 2.778
H -1.453 -0.621 2.784
H -1.435 0.853 3.807
H -2.438 0.791 2.330
C -1.269 3.401 1.621
H -2.262 2.936 1.491
H -1.262 3.901 2.606
H -1.159 4.185 0.857
C 1.705 3.903 0.689
H 0.979 4.456 0.086
H 1.977 4.536 1.538
H 2.601 3.747 0.086
C 3.358 1.290 1.221
H 3.717 1.717 0.273
H 3.895 1.808 2.030
H 3.663 0.233 1.247
C 1.467 -0.756 2.739
H 2.128 -1.409 2.161
H 2.016 -0.408 3.622
H 0.608 -1.339 3.072
C -1.439 0.882 -1.116
C -2.287 0.033 -1.788
C -1.503 2.250 -1.374
C -3.489 0.516 -2.322
H -2.116 -1.010 -1.452
C -2.541 2.744 -2.170
H -0.716 2.915 -0.995
C -3.571 1.893 -2.567
H -4.272 -0.188 -2.625
H -2.567 3.798 -2.434
H -4.444 2.290 -3.095
Cl -3.298 -5.241 -1.763
C -2.248 -4.617 -0.563
C -1.846 -5.368 0.542
C -0.982 -4.777 1.461
C -0.596 -3.445 1.265
N -1.024 -2.722 0.227
C -1.730 -3.326 -0.733
H -2.194 -6.394 0.633
H -0.588 -5.311 2.321
H 0.098 -2.963 1.956
H -1.873 -2.829 -1.691

***

Record 2
Computed, not measured: an isolated molecule of C6H10N2 in a non-equilibrium geometry, with ωB97M-V/def2-TZVPD.

Its SMILES is [H]/N=C/NC(=C)C1CC1. The total energy comes out at -9361.5747 eV. As for the spin multiplicity: 1. For the LUMO energy, the calculation gives 0.974 eV. As for the energy relative to the best compared isomer or geometry (same formula, charge and spin): 276.17 kJ/mol.

Atoms and positions in Å:
H -3.005 1.053 -0.639
N -2.786 0.541 0.181
C -1.650 0.042 -0.101
N -0.937 -0.681 0.884
C 0.434 -0.522 0.817
C 1.210 -0.633 1.963
C 1.284 -0.034 -0.387
C 1.113 1.216 -1.231
C 1.227 -0.175 -1.857
H -1.136 0.037 -1.158
H -1.388 -0.489 1.792
H 0.717 -0.985 2.809
H 2.299 -0.394 1.950
H 2.254 -0.098 0.024
H 0.159 1.558 -1.251
H 1.966 1.852 -1.367
H 2.188 -0.413 -2.435
H 0.297 -0.512 -2.399

***

Record 3
Computed, not measured: a structure of composition C30H16BrCuF4N4PS, with ωB97M-V/def2-TZVPD.

The total energy comes out at -183002.7344 eV. As for the spin multiplicity: 1. For the LUMO energy, the calculation gives -3.362 eV. The total charge is +1.

Atoms and positions in Å:
Cu 0.724 -0.067 -0.202
S 2.273 7.062 1.257
N 0.915 6.228 1.484
C 1.144 5.008 1.027
C 0.186 3.914 1.027
C -1.118 4.036 1.508
C -1.953 2.945 1.455
C -1.464 1.754 0.925
N -0.225 1.623 0.469
C 0.599 2.688 0.513
C 1.964 2.505 -0.021
N 2.272 1.285 -0.500
C 3.475 1.088 -1.024
C 4.443 2.089 -1.081
C 4.143 3.332 -0.578
C 2.876 3.556 -0.037
C 2.450 4.835 0.509
N 3.193 5.927 0.580
H -1.448 4.987 1.909
H -2.972 2.997 1.813
H -2.094 0.875 0.868
H 3.673 0.100 -1.417
H 5.409 1.877 -1.517
H 4.861 4.143 -0.596
F 2.820 -5.622 3.848
C 2.372 -4.871 2.858
C 2.386 -5.347 1.563
F 2.854 -6.560 1.305
C 1.906 -4.550 0.539
F 1.936 -5.078 -0.687
C 1.424 -3.265 0.750
P 0.828 -2.247 -0.656
C 2.115 -2.421 -1.934
C 3.450 -2.653 -1.611
C 4.426 -2.621 -2.598
C 4.076 -2.355 -3.915
C 2.748 -2.122 -4.243
C 1.771 -2.153 -3.258
C -0.633 -3.144 -1.248
C -0.571 -4.255 -2.086
C -1.739 -4.907 -2.451
C -2.968 -4.464 -1.977
C -3.034 -3.358 -1.142
C -1.869 -2.695 -0.786
C 1.403 -2.814 2.079
Br 0.664 -1.155 2.607
C 1.871 -3.605 3.111
F 1.847 -3.187 4.372
H 3.736 -2.865 -0.586
H 5.459 -2.816 -2.338
H 4.836 -2.340 -4.686
H 2.469 -1.920 -5.269
H 0.736 -1.971 -3.524
H 0.380 -4.611 -2.459
H -1.689 -5.768 -3.106
H -3.875 -4.981 -2.262
H -3.991 -3.008 -0.777
H -1.915 -1.822 -0.143

***

Record 4
Computed, not measured: a structure of composition C5H14NP in a non-equilibrium geometry, with ωB97M-V/def2-TZVPD.

The total energy comes out at -16188.2395 eV. As for the spin multiplicity: 1. For the LUMO energy, the calculation gives 0.838 eV. As for the energy relative to the best compared isomer or geometry (same formula, charge and spin): 210.64 kJ/mol.

Atoms and positions in Å:
C -1.691 -0.724 1.105
C 0.339 -1.882 0.123
C 0.628 -0.063 2.040
C 0.705 2.285 -2.342
C -0.242 -0.664 0.807
N -0.156 0.656 -0.521
P 0.232 0.441 -2.107
H -2.222 -0.828 0.136
H -1.825 -1.680 1.649
H -2.236 -0.003 1.738
H 0.782 -2.556 0.816
H 1.152 -1.673 -0.567
H -0.545 -2.445 -0.273
H 1.629 -0.565 1.907
H 0.947 0.989 2.055
H 0.072 -0.411 2.903
H 1.174 2.718 -1.425
H -0.290 2.801 -2.241
H 1.106 2.376 -3.310
H -1.107 1.005 -0.627
H 1.546 0.224 -1.865

***

Record 5
Computed, not measured: an isolated molecule of C3H2ClIO in a non-equilibrium geometry, with ωB97M-V/def2-TZVPD.

Its SMILES is O=C(Cl)/C=C/I. The total energy comes out at -25813.0402 eV. As for the spin multiplicity: 1. For the LUMO energy, the calculation gives -0.638 eV. As for the energy relative to the best compared isomer or geometry (same formula, charge and spin): 0.00 kJ/mol.

Atoms and positions in Å:
O -0.163 0.440 1.981
C 0.446 0.705 0.978
Cl 1.888 1.816 0.995
C 0.275 0.154 -0.390
C -0.689 -0.790 -0.487
I -1.267 -1.890 -2.172
H 0.862 0.497 -1.326
H -1.352 -0.933 0.421

***

Record 6
Computed, not measured: a cluster of 9 separate species, C16H22B2Br6N2O22 in total in a non-equilibrium geometry, with ωB97M-V/def2-TZVPD.

The total energy comes out at -486598.1547 eV. As for the spin multiplicity: 1. For the LUMO energy, the calculation gives 3.111 eV. The total charge is -2.

Atoms and positions in Å:
N -0.406 -0.451 -0.305
H -0.659 -0.972 0.521
H 0.546 -0.054 -0.352
H -1.042 0.342 -0.383
H -0.497 -1.062 -1.134
N 2.050 -2.321 -2.381
H 2.385 -1.345 -2.465
H 1.036 -2.370 -2.120
H 2.448 -2.763 -1.546
H 2.325 -2.918 -3.152
O 2.080 -2.591 0.199
C 2.743 -1.903 0.937
O 4.045 -1.679 0.780
B 4.473 -0.795 1.908
O 3.265 -0.631 2.757
C 2.230 -1.140 2.147
O 1.075 -0.946 2.440
O 5.000 0.480 1.413
C 6.104 0.843 2.117
O 6.577 1.929 2.113
C 6.569 -0.446 2.858
O 5.587 -1.321 2.742
O 7.583 -0.587 3.479
O -1.640 2.160 -1.096
C -0.960 3.158 -1.099
O -0.532 3.758 -0.015
B 0.212 5.003 -0.279
O 0.276 4.973 -1.773
C -0.529 4.075 -2.280
O -0.865 3.962 -3.425
O 1.504 5.042 0.361
C 1.580 6.113 1.160
O 2.487 6.401 1.881
C 0.206 6.825 1.109
O -0.562 6.146 0.300
O -0.084 7.798 1.752
O -2.322 -2.583 -3.293
C -1.243 -1.838 -2.886
O -0.958 -0.840 -3.570
O -0.645 -2.164 -1.826
H -2.753 -2.076 -3.987
O 1.816 1.159 -0.545
C 2.878 1.235 -1.461
O 3.683 2.157 -1.367
O 2.702 0.444 -2.421
H 1.957 1.951 0.002
Br -1.525 -3.218 1.362
C -0.163 -4.632 1.567
C -0.780 -5.515 2.632
Br 0.495 -7.036 2.914
H 0.743 -4.173 1.949
H -0.014 -5.132 0.617
H -1.734 -5.935 2.329
H -0.863 -5.047 3.607
Br -2.118 0.333 2.087
C -2.968 2.129 1.988
C -4.142 2.118 1.040
Br -5.252 3.738 1.164
H -2.181 2.801 1.656
H -3.292 2.399 2.989
H -4.825 1.283 1.171
H -3.869 2.087 -0.012
Br -3.514 -0.451 -1.074
C -4.230 -2.156 -1.774
C -5.616 -1.941 -2.417
Br -6.133 -3.594 -3.346
H -4.326 -2.851 -0.941
H -3.595 -2.667 -2.496
H -5.454 -1.113 -3.108
H -6.372 -1.585 -1.722

***

Record 7
Computed, not measured: a structure of composition C23H52BBrIO11PSi2 in a non-equilibrium geometry, with ωB97M-V/def2-TZVPD.

The total energy comes out at -151086.5782 eV. As for the spin multiplicity: 1. For the LUMO energy, the calculation gives 0.213 eV.

Atoms and positions in Å:
C 5.830 -1.672 2.857
O 6.681 -1.807 1.738
C 6.121 -1.248 0.560
C 6.539 0.207 0.415
C 5.639 0.973 -0.542
C 5.519 2.454 -0.193
Si 4.747 2.734 1.504
O 3.853 1.331 1.895
Si 2.269 1.251 1.537
Br 1.795 1.641 -0.619
I 0.872 2.764 2.859
P 1.604 -0.844 2.032
O 2.434 -1.489 3.080
B 6.180 2.874 2.890
O 7.431 3.381 2.623
O 5.918 2.444 4.185
H 5.241 -0.761 2.816
H 6.431 -1.653 3.756
H 5.145 -2.509 2.952
H 6.495 -1.815 -0.281
H 5.039 -1.331 0.591
H 7.552 0.218 0.040
H 6.549 0.625 1.418
H 6.062 0.902 -1.535
H 4.647 0.545 -0.574
H 6.452 2.991 -0.295
H 4.854 2.909 -0.921
H 3.887 3.940 1.462
H 1.652 -1.543 0.801
H 0.242 -0.832 2.393
H 8.062 2.641 2.589
H 5.930 1.469 4.184
C -2.918 -3.447 2.491
C -1.781 -2.889 3.309
O -1.558 -1.698 3.364
C -0.923 -3.877 4.055
H -3.457 -2.642 1.997
H -2.529 -4.126 1.730
H -3.605 -3.994 3.139
H -0.453 -4.569 3.354
H -1.534 -4.440 4.763
H -0.144 -3.346 4.598
C -2.513 0.446 -1.738
C -2.619 -0.530 -0.600
O -3.536 -1.319 -0.515
C -1.526 -0.486 0.438
H -3.354 0.313 -2.413
H -2.527 1.469 -1.359
H -1.588 0.272 -2.290
H -1.498 0.501 0.905
H -0.562 -0.689 -0.038
H -1.687 -1.231 1.213
C -6.950 2.641 -3.015
C -5.698 2.582 -2.182
O -4.599 2.717 -2.668
C -5.880 2.347 -0.702
H -6.687 2.812 -4.057
H -7.499 1.701 -2.937
H -7.589 3.455 -2.672
H -6.381 1.393 -0.534
H -6.484 3.147 -0.270
H -4.909 2.328 -0.213
C -7.077 7.393 -3.266
C -7.150 6.398 -2.135
O -8.078 5.629 -2.029
C -6.011 6.403 -1.145
H -7.951 7.283 -3.903
H -7.048 8.408 -2.869
H -6.178 7.216 -3.859
H -5.939 7.379 -0.664
H -5.071 6.187 -1.656
H -6.185 5.645 -0.386
C 3.310 -4.657 2.664
C 2.119 -5.446 2.182
O 1.030 -4.935 2.045
C 2.341 -6.908 1.872
H 3.009 -3.628 2.850
H 3.694 -5.090 3.590
H 4.096 -4.673 1.906
H 2.686 -7.430 2.766
H 3.092 -7.013 1.088
H 1.409 -7.356 1.536
C -2.021 -2.733 -4.441
C -1.252 -1.581 -5.041
O -0.820 -0.687 -4.354
C -1.051 -1.596 -6.537
H -2.097 -2.600 -3.364
H -3.025 -2.774 -4.864
H -1.509 -3.674 -4.650
H -2.017 -1.590 -7.044
H -0.500 -2.490 -6.831
H -0.488 -0.715 -6.835

***

Record 8
Computed, not measured: a structure of composition C15H38N8O12Zn2 in a non-equilibrium geometry, with ωB97M-V/def2-TZVPD.

The total energy comes out at -149498.2003 eV. As for the spin multiplicity: 1. For the LUMO energy, the calculation gives -0.412 eV.

Atoms and positions in Å:
Zn -17.432 7.224 -11.310
Zn -18.384 6.326 -14.247
C -19.822 7.372 -12.372
O -19.517 7.150 -11.117
O -20.140 6.456 -13.192
O -18.703 7.945 -12.802
C -15.994 6.051 -13.246
O -16.190 6.290 -14.475
O -15.575 6.927 -12.360
O -17.143 5.655 -12.802
C -15.597 9.509 -10.160
O -16.541 9.083 -10.847
N -14.430 8.844 -10.012
N -15.696 10.602 -9.397
H -14.193 8.099 -10.652
H -13.685 9.283 -9.504
H -16.533 11.158 -9.467
H -14.950 10.949 -8.827
C -11.202 7.887 -13.517
O -10.007 7.859 -13.295
N -11.866 7.360 -14.600
N -12.081 8.507 -12.628
H -12.859 7.483 -14.582
H -11.301 6.704 -15.109
H -11.753 8.764 -11.720
H -13.050 8.445 -12.889
C -14.825 9.585 -15.155
O -14.772 10.667 -15.748
N -15.168 9.420 -13.872
N -14.651 8.380 -15.769
H -15.445 8.501 -13.548
H -15.242 10.247 -13.306
H -14.540 8.506 -16.762
H -15.002 7.544 -15.313
C -12.621 4.532 -18.798
O -13.473 3.977 -17.790
C -13.277 4.548 -16.491
C -14.122 3.722 -15.520
N -13.529 2.448 -15.110
C -12.399 2.607 -14.212
C -12.526 3.608 -13.004
O -11.557 3.342 -12.035
C -10.314 3.921 -12.361
H -11.851 5.107 -18.270
H -13.208 5.300 -19.302
H -12.080 3.786 -19.372
H -13.560 5.605 -16.447
H -12.202 4.482 -16.300
H -15.125 3.555 -15.922
H -14.409 4.222 -14.591
H -13.197 2.103 -16.007
H -11.448 2.773 -14.733
H -12.221 1.661 -13.694
H -13.497 3.441 -12.525
H -12.660 4.654 -13.308
H -10.384 5.004 -12.227
H -9.876 3.651 -13.327
H -9.501 3.588 -11.710
C -18.474 4.062 -17.622
C -18.453 5.186 -16.572
C -19.482 6.257 -16.776
O -19.074 7.289 -15.915
C -19.840 8.528 -15.984
N -18.763 4.535 -15.229
H -19.416 3.505 -17.548
H -17.798 3.292 -17.242
H -18.265 4.296 -18.662
H -17.416 5.520 -16.621
H -20.472 5.883 -16.482
H -19.541 6.558 -17.826
H -20.861 8.162 -15.875
H -19.678 8.899 -16.997
H -19.518 9.252 -15.246
H -19.689 4.169 -15.425
H -18.099 3.769 -15.195